Formula: C23H46BBrFN3O5P
Source: the Open Molecules 2025 dataset
Level of theory: ωB97M-V/def2-TZVPD

Geometry (Å):
1 C 3.793 0.467 2.566
2 C 3.024 1.002 1.615
3 C 1.934 0.251 0.887
4 N 0.653 0.987 1.032
5 B 0.588 1.676 2.414
6 C 0.229 3.204 2.456
7 O 0.806 0.991 3.556
8 C -0.556 0.121 0.699
9 C -0.947 -0.698 1.936
10 C -1.844 -1.917 1.703
11 C -2.407 -2.378 3.078
12 C -3.898 -1.992 3.203
13 N -4.833 -3.012 2.769
14 C -1.706 1.083 0.405
15 C -1.619 1.896 -0.891
16 C -2.815 2.886 -0.930
17 C -3.992 2.236 -1.616
18 O -5.095 2.098 -1.082
19 O -3.749 1.747 -2.895
20 C -0.179 -0.806 -0.503
21 C -1.411 -1.294 -1.303
22 C -1.550 -2.831 -1.440
23 C -1.780 -3.302 -2.870
24 F -1.295 -4.577 -3.043
25 C 0.940 -0.194 -1.378
26 P 1.253 -1.077 -2.956
27 N 1.327 -2.616 -2.884
28 O 2.635 -0.549 -3.566
29 O 0.190 -0.517 -4.014
30 C 2.314 0.070 -0.608
31 C 3.249 -1.133 -0.643
32 C 2.894 1.378 -1.197
33 C 4.422 1.531 -1.229
34 C 4.841 2.920 -0.694
35 Br 5.129 1.402 -3.045
36 H 3.858 -0.604 2.685
37 H 4.384 1.093 3.213
38 H 3.169 2.043 1.354
39 H 1.879 -0.717 1.370
40 H 0.686 1.750 0.356
41 H 1.102 3.713 2.868
42 H 0.042 3.641 1.479
43 H -0.596 3.405 3.132
44 H 0.105 1.143 4.194
45 H -0.063 -1.070 2.446
46 H -1.480 -0.062 2.641
47 H -2.700 -1.708 1.077
48 H -1.239 -2.733 1.328
49 H -2.386 -3.460 3.096
50 H -1.848 -1.942 3.900
51 H -4.144 -1.717 4.223
52 H -4.102 -1.099 2.609
53 H -4.557 -3.472 1.918
54 H -5.053 -3.677 3.490
55 H -2.631 0.517 0.368
56 H -1.854 1.793 1.217
57 H -0.722 2.514 -0.907
58 H -1.707 1.288 -1.781
59 H -2.546 3.819 -1.416
60 H -3.160 3.102 0.074
61 H -3.783 2.489 -3.508
62 H 0.248 -1.697 -0.043
63 H -1.480 -0.825 -2.278
64 H -2.329 -1.007 -0.811
65 H -2.436 -3.145 -0.896
66 H -0.726 -3.366 -0.980
67 H -1.382 -2.615 -3.607
68 H -2.855 -3.357 -3.042
69 H 0.601 0.806 -1.659
70 H 1.152 -2.974 -1.957
71 H 2.517 0.311 -3.988
72 H 0.070 -1.213 -4.672
73 H 3.890 -1.149 -1.514
74 H 3.912 -1.124 0.220
75 H 2.685 -2.053 -0.565
76 H 2.492 2.222 -0.635
77 H 2.526 1.525 -2.203
78 H 4.937 0.810 -0.613
79 H 5.769 3.217 -1.164
80 H 4.103 3.680 -0.924
81 H 5.043 2.849 0.370

The value obtained for the lowest unoccupied orbital energy is -2.909 eV. The calculation puts the orbital gap at 8.436 eV. The calculated total energy comes out at -122026.4827 eV. The charge is +1. Its HOMO energy is -11.345 eV.


Formula: C33H51F2N2PS
Source: the Open Molecules 2025 dataset
Level of theory: ωB97M-V/def2-TZVPD

Geometry (Å):
1 C 13.894 1.343 1.506
2 C 12.316 1.122 1.745
3 C 11.401 1.404 0.445
4 C 10.628 0.067 -0.084
5 C 9.038 0.110 0.201
6 C 8.286 -1.081 -0.623
7 C 6.787 -0.615 -1.021
8 C 5.631 -1.555 -0.415
9 C 4.445 -1.801 -1.502
10 C 3.464 -0.506 -1.443
11 C 2.051 -0.812 -0.737
12 C 0.771 -0.418 -1.669
13 C -0.557 -0.209 -0.788
14 C -1.565 -1.471 -0.815
15 C -3.023 -0.957 -0.391
16 C -3.789 -0.070 -1.398
17 C -5.221 0.518 -1.093
18 C -5.839 0.156 0.279
19 C -5.140 -0.750 1.365
20 C -5.848 -1.115 2.772
21 C -5.202 -0.291 4.018
22 C -5.864 -2.728 3.048
23 C -7.338 -3.308 3.340
24 C -3.698 -1.280 1.003
25 P -2.642 -2.340 2.171
26 N -3.015 -3.909 1.932
27 S -7.517 0.858 0.678
28 C -8.232 1.197 -0.981
29 C -9.789 1.299 -1.197
30 C -10.426 1.635 -2.585
31 C -9.445 1.881 -3.767
32 F -9.940 2.237 -5.069
33 C -7.916 1.755 -3.554
34 C -7.259 1.414 -2.164
35 N -5.790 1.379 -2.139
36 C -5.161 2.731 -2.204
37 C -5.367 3.639 -0.888
38 C -3.912 3.813 -0.188
39 F -5.925 4.933 -1.284
40 H 14.026 1.812 0.473
41 H 14.410 0.311 1.493
42 H 14.385 2.014 2.308
43 H 12.102 0.087 2.176
44 H 11.999 1.890 2.553
45 H 10.563 2.179 0.642
46 H 12.022 1.848 -0.424
47 H 10.770 0.011 -1.232
48 H 11.039 -0.889 0.385
49 H 8.895 -0.100 1.317
50 H 8.638 1.150 -0.055
51 H 8.288 -2.050 0.009
52 H 8.942 -1.284 -1.536
53 H 6.632 0.434 -0.572
54 H 6.750 -0.512 -2.158
55 H 5.147 -0.970 0.459
56 H 6.015 -2.542 0.035
57 H 4.974 -1.842 -2.530
58 H 3.883 -2.789 -1.315
59 H 3.226 -0.258 -2.548
60 H 4.022 0.399 -1.023
61 H 1.978 -0.191 0.219
62 H 1.927 -1.940 -0.514
63 H 1.045 0.499 -2.317
64 H 0.623 -1.322 -2.379
65 H -1.130 0.671 -1.269
66 H -0.340 0.137 0.296
67 H -1.195 -2.373 -0.217
68 H -1.648 -1.781 -1.925
69 H -3.279 0.190 -2.399
70 H -6.968 -0.818 2.780
71 H -5.236 0.836 3.816
72 H -4.178 -0.677 4.334
73 H -5.932 -0.467 4.901
74 H -5.468 -3.246 2.095
75 H -5.104 -2.961 3.881
76 H -8.191 -2.602 3.071
77 H -7.352 -3.623 4.453
78 H -7.415 -4.302 2.753
79 H -2.874 -2.069 3.556
80 H -1.259 -2.121 1.866
81 H -2.109 -4.320 1.612
82 H -10.534 1.145 -0.331
83 H -11.540 1.747 -2.774
84 H -7.253 1.964 -4.472
85 H -5.620 3.255 -3.129
86 H -4.047 2.584 -2.481
87 H -6.113 3.121 -0.199
88 H -4.046 3.895 0.942
89 H -3.329 2.857 -0.460
90 H -3.434 4.734 -0.672

The value obtained for the lowest unoccupied orbital energy is -0.235 eV. The calculation puts the orbital gap at 7.652 eV. The calculated total energy comes out at -63573.3453 eV. Its energy relative to the best compared isomer or geometry (same formula, charge and spin) is 311.0 kcal per mole. The charge is 0. Its HOMO energy is -7.887 eV.


The highest lowest unoccupied orbital energy belongs to which entry? C33H51F2N2PS